Entry 1:
148
Properties=species:S:1:pos:R:3:forces:R:3 method="wB97M-V/def2-TZVPD" e_tot_ha=-5065.73981 charge=-1 homo_energy_ev=-4.05 spin_multiplicity=1 lumo_energy_ev=1.4 orbital_gap_ev=5.47 relative_energy_kcal_mol=11.2
Cs 0.6143 1.0248 -0.3990 -1.390 -1.400 -0.305
C -1.0092 -7.0259 -3.2985 0.000 -0.041 -0.056
C 0.0432 -6.2367 -3.7354 -0.017 -0.007 -0.086
C 0.4570 -5.1430 -2.9880 -0.022 0.058 0.079
C -0.1718 -4.8339 -1.7868 -0.061 0.088 -0.038
C -1.2128 -5.6489 -1.3436 -0.023 0.068 -0.059
C -1.6354 -6.7317 -2.0952 -0.028 -0.015 0.027
P 0.3099 -3.4331 -0.6863 0.144 -0.536 -0.069
C 1.0622 -4.5319 0.5991 0.017 0.241 0.070
C 1.7784 -5.6906 0.2924 -0.011 -0.011 0.122
C 2.3467 -6.4549 1.2982 0.031 -0.031 -0.008
C 2.1989 -6.0811 2.6285 -0.009 -0.006 0.002
C 1.4660 -4.9490 2.9462 0.012 -0.025 0.091
C 0.9013 -4.1798 1.9367 -0.026 0.016 -0.075
C 1.7631 -2.7869 -1.5742 0.456 0.276 -0.095
C 3.0723 -3.1818 -1.2949 -0.071 0.015 -0.146
C 4.1444 -2.6018 -1.9552 0.088 -0.037 0.024
C 3.9179 -1.6055 -2.8930 0.114 -0.020 0.038
C 2.6239 -1.1948 -3.1612 -0.106 0.067 -0.118
C 1.5157 -1.7718 -2.5313 -0.303 -0.505 0.641
Si -0.2004 -0.9515 -2.7730 0.062 -1.014 -1.392
C -0.1412 -0.6089 -4.6705 0.085 0.141 0.121
C 0.5921 -1.1422 -5.7245 -0.022 0.051 -0.002
C 0.3535 -0.7187 -7.0270 0.044 -0.032 -0.021
C -0.6264 0.2303 -7.2845 -0.043 0.039 -0.101
C -1.3823 0.7638 -6.2471 0.051 -0.008 0.037
C -1.1237 0.3522 -4.9455 0.290 -0.241 -0.096
P -1.9253 0.8554 -3.3696 -0.506 1.578 -1.512
C -3.2762 1.8337 -4.2196 -0.130 -0.199 0.029
C -4.3745 1.0639 -4.6130 0.058 0.073 0.023
C -5.4420 1.6354 -5.2838 -0.040 -0.041 -0.035
C -5.4329 2.9956 -5.5659 0.002 0.049 -0.026
C -4.3497 3.7701 -5.1786 -0.062 0.078 -0.026
C -3.2759 3.1949 -4.5098 0.023 -0.093 0.038
C -0.8906 2.2573 -2.8578 -0.127 0.305 -0.196
C -1.3262 3.0630 -1.8035 -0.152 0.174 -0.209
C -0.6235 4.2040 -1.4509 -0.043 0.112 0.026
C 0.5353 4.5415 -2.1308 0.038 0.117 0.015
C 0.9967 3.7255 -3.1517 0.119 0.128 -0.041
C 0.2897 2.5920 -3.5160 -0.083 0.020 0.005
C -1.7359 -2.0951 -2.9684 0.141 -0.130 0.290
C -1.9144 -3.0681 -3.9458 -0.010 -0.082 0.113
C -3.1311 -3.7129 -4.1030 -0.022 -0.057 -0.062
C -4.2040 -3.3509 -3.3032 -0.078 -0.016 0.002
C -4.0686 -2.3332 -2.3683 0.094 0.030 -0.063
C -2.8403 -1.6971 -2.1963 0.052 -0.333 -0.021
P -2.5427 -0.2841 -1.0452 -0.964 -0.751 1.092
C -4.3099 0.3015 -0.8016 -0.029 0.045 -0.086
C -5.2704 -0.4122 -0.0750 -0.023 0.132 -0.039
C -6.5759 0.0411 0.0239 -0.008 -0.090 0.072
C -6.9574 1.2295 -0.5835 -0.046 0.019 -0.015
C -6.0161 1.9634 -1.2830 -0.044 0.068 0.006
C -4.7101 1.5016 -1.3821 -0.005 -0.071 0.118
C -2.5656 -1.2034 0.5735 0.090 0.004 0.013
C -2.6164 -0.4060 1.7188 -0.025 -0.142 -0.006
C -2.7240 -0.9801 2.9759 -0.022 0.040 0.027
C -2.7344 -2.3627 3.1121 -0.018 -0.044 0.050
C -2.6658 -3.1624 1.9808 -0.007 -0.055 -0.026
C -2.5916 -2.5867 0.7182 -0.118 0.095 0.112
H -1.3413 -7.8678 -3.8932 0.010 -0.010 0.008
H 0.5410 -6.4674 -4.6698 -0.003 0.008 0.001
H 1.2716 -4.5219 -3.3402 0.004 -0.003 -0.029
H -1.6868 -5.4351 -0.3917 -0.057 0.011 -0.001
H -2.4536 -7.3479 -1.7431 -0.003 0.003 0.003
H 1.8974 -5.9905 -0.7409 -0.014 -0.021 -0.020
H 2.9104 -7.3447 1.0454 -0.003 -0.001 -0.004
H 2.6525 -6.6753 3.4119 -0.024 -0.009 0.011
H 1.3355 -4.6628 3.9831 -0.013 0.013 -0.006
H 0.3307 -3.2912 2.1802 0.006 -0.035 0.017
H 3.2698 -3.9455 -0.5549 -0.008 -0.011 0.003
H 5.1536 -2.9243 -1.7291 0.006 0.009 -0.006
H 4.7553 -1.1506 -3.4087 -0.024 0.048 -0.003
H 2.4597 -0.4036 -3.8848 0.017 0.009 -0.004
H 1.3455 -1.8992 -5.5296 0.040 0.024 -0.043
H 0.9342 -1.1279 -7.8463 -0.023 -0.020 -0.008
H -0.8047 0.5637 -8.3003 0.011 -0.017 -0.006
H -2.1413 1.5050 -6.4639 -0.025 -0.002 0.023
H -4.3747 0.0037 -4.3739 -0.076 -0.012 -0.030
H -6.2864 1.0279 -5.5866 0.010 -0.025 0.023
H -6.2666 3.4507 -6.0865 -0.001 -0.006 0.001
H -4.3392 4.8298 -5.4057 0.015 0.004 0.021
H -2.4333 3.8099 -4.2179 0.001 0.024 -0.014
H -2.2323 2.8124 -1.2660 0.001 0.007 0.010
H -0.9945 4.8444 -0.6601 0.045 -0.047 0.065
H 1.0745 5.4403 -1.8668 0.045 -0.028 0.055
H 1.8981 3.9917 -3.6899 0.038 -0.022 0.030
H 0.6357 1.9741 -4.3351 0.026 0.011 0.005
H -1.0848 -3.3227 -4.5915 0.053 -0.056 -0.062
H -3.2475 -4.4881 -4.8514 0.014 -0.006 -0.002
H -5.1626 -3.8441 -3.4181 0.008 0.000 -0.013
H -4.9360 -2.0366 -1.7981 -0.017 0.022 0.044
H -4.9999 -1.3326 0.4253 0.006 -0.024 -0.007
H -7.3003 -0.5435 0.5789 -0.005 0.020 0.015
H -7.9797 1.5789 -0.5057 0.000 0.005 -0.002
H -6.2938 2.8960 -1.7595 0.025 0.002 -0.005
H -3.9957 2.0875 -1.9330 0.006 0.092 -0.041
H -2.6298 0.6745 1.6073 0.026 -0.002 0.073
H -2.8184 -0.3480 3.8526 0.061 -0.009 0.019
H -2.8036 -2.8153 4.0940 -0.027 0.007 0.003
H -2.6977 -4.2424 2.0742 0.032 0.001 0.035
H -2.6056 -3.2095 -0.1651 0.044 -0.060 -0.001
N 2.4442 -1.3368 1.2682 0.070 0.253 0.015
C 2.8423 -0.6542 2.4978 0.039 -0.113 0.269
C 2.0091 -1.1436 3.6788 -0.157 0.149 -0.307
C 0.5288 -0.8259 3.4891 0.187 -0.087 0.203
N 0.2965 0.6143 3.5898 0.074 -0.021 -0.141
H 2.7490 -2.3033 1.2835 -0.016 0.002 -0.079
H 2.8971 -0.8885 0.4799 0.096 -0.136 -0.081
H 2.6612 0.4103 2.3551 0.051 0.007 0.001
H 3.9070 -0.7933 2.7360 -0.009 0.080 -0.046
H 2.3694 -0.6620 4.5934 0.031 -0.112 0.060
H 2.1316 -2.2265 3.7840 0.051 0.052 0.096
H -0.0566 -1.4053 4.2172 -0.044 0.008 -0.115
H 0.2373 -1.1389 2.4852 -0.115 -0.045 0.056
H 0.4371 0.9276 4.5435 -0.061 0.067 -0.007
H -0.6588 0.8297 3.3285 -0.006 0.038 0.062
O 2.8528 8.7034 6.6654 -0.333 0.446 0.122
S 2.7448 7.8277 5.5345 1.555 -2.307 -0.127
O 3.3204 6.4784 5.7796 -0.536 0.843 -0.285
O 3.1747 8.3518 4.2480 -0.264 0.350 -0.195
C 0.9908 7.4528 5.2759 0.361 -0.011 -0.177
N 0.1254 8.2782 5.8338 0.096 0.216 0.126
C -1.1487 8.0155 5.6130 -0.200 -0.032 0.050
C -1.5578 6.9338 4.8679 -0.140 -0.103 -0.145
C -0.5771 6.1170 4.3001 0.382 0.610 0.398
N 0.7210 6.3974 4.5036 -0.702 -0.385 -0.288
C -1.0062 4.9583 3.4662 0.384 -0.457 -0.491
C -2.3620 4.6291 3.4655 0.136 0.091 0.182
C -2.8124 3.5933 2.6857 -0.396 -0.005 0.051
N -2.0220 2.8709 1.9158 0.369 -0.448 -0.514
C -0.7236 3.1547 1.8936 0.271 0.478 0.329
C -0.1488 4.1878 2.6491 -1.039 0.222 0.337
H -1.8635 8.7011 6.0548 -0.078 -0.024 -0.003
H -2.6094 6.7447 4.7154 0.116 0.244 0.080
H -3.0666 5.1710 4.0805 0.004 -0.243 -0.140
H -3.8645 3.3287 2.6687 -0.026 0.003 0.032
H -0.1332 2.5124 1.2362 -0.207 0.933 0.879
H 0.9008 4.4143 2.5969 0.098 -0.005 -0.019
N 3.8803 4.7769 2.1948 0.474 1.359 2.818
C 3.7571 3.3349 2.0021 -0.127 -1.179 -0.151
C 2.7893 3.0851 0.8136 0.276 0.301 0.003
O 2.1846 4.0995 0.4197 0.013 0.232 0.111
O 2.7086 1.9208 0.3945 2.400 0.842 0.884
H 4.7134 5.1742 1.7736 0.123 -0.034 -0.078
H 3.8982 5.0814 3.2472 -0.364 -0.354 -2.122
H 3.0758 5.1758 1.6852 -0.468 0.112 -0.109
H 3.3313 2.8762 2.8957 0.042 0.081 -0.027
H 4.7161 2.8676 1.7941 0.045 0.096 0.067

***

Entry 2:
80
Properties=species:S:1:pos:R:3:forces:R:3 method="wB97M-V/def2-TZVPD" e_tot_ha=-2567.12489 charge=-1 homo_energy_ev=-4.49 spin_multiplicity=1 lumo_energy_ev=1.7 orbital_gap_ev=6.24 relative_energy_kcal_mol=0.0
Pd 0.3311 0.1470 -1.2059 -0.249 -0.750 -1.092
N 4.1768 1.6601 -1.2018 -0.773 0.263 -0.042
C 4.6626 0.4043 -1.4656 -0.412 -0.523 -0.232
C 5.9458 -0.1116 -1.4796 0.229 -0.129 -0.015
C 6.0931 -1.4471 -1.8226 0.176 0.454 0.209
C 4.9923 -2.2258 -2.1590 -0.325 -0.174 -0.108
C 3.7072 -1.7154 -2.1668 0.065 0.030 -0.001
C 3.5332 -0.3853 -1.7927 0.800 0.033 0.017
N 2.4040 0.3814 -1.6897 -0.337 1.665 0.756
C 2.8097 1.5962 -1.3001 1.269 -1.955 -0.730
C 1.9221 2.6758 -1.0411 -0.322 2.413 0.489
C 2.2246 4.0178 -0.8638 -0.757 -0.883 -0.036
S 0.7986 4.8981 -0.4357 0.394 -1.085 -0.188
C -0.0990 3.4152 -0.5343 0.262 0.648 0.166
N 0.5934 2.3872 -0.8824 -0.124 -0.589 0.014
H 4.6711 2.3875 -0.7131 -0.099 -0.075 0.062
H 6.8009 0.4990 -1.2304 0.080 0.053 0.039
H 7.0798 -1.8878 -1.8188 0.054 -0.016 -0.026
H 5.1455 -3.2615 -2.4186 -0.003 -0.131 -0.064
H 2.8647 -2.3274 -2.4413 -0.089 -0.028 -0.019
H 3.1661 4.5170 -0.9553 0.289 0.047 -0.012
H -1.1449 3.3937 -0.2919 -0.349 -0.139 -0.076
C -3.8234 -1.7657 0.4138 -0.050 0.042 0.252
C -2.8794 -0.9515 1.3133 0.064 -0.097 -0.223
C -1.4878 -1.5977 1.3618 0.006 0.217 0.019
C -2.9243 0.4652 0.7966 0.244 0.107 -0.104
C -3.5444 1.4367 1.5595 0.026 0.128 -0.082
C -3.8727 2.6671 1.0146 -0.175 0.279 0.078
C -3.6668 2.8783 -0.3377 0.005 0.120 0.170
C -2.9929 1.9576 -1.1229 0.111 -0.235 -0.019
C -3.0060 2.1513 -2.6227 0.144 -0.250 -0.102
C -1.6303 2.2727 -3.2801 -0.038 -0.251 0.130
C -3.8134 1.0044 -3.2400 -0.005 0.166 -0.042
C -2.4845 0.7684 -0.5251 -0.367 0.517 0.580
O -1.7353 -0.0813 -1.1755 0.198 -0.423 -0.587
H -3.9156 -2.7899 0.7701 -0.023 -0.166 0.048
H -3.4242 -1.7829 -0.5976 0.075 -0.030 -0.096
H -4.8135 -1.3096 0.3812 -0.093 -0.032 0.035
H -3.2869 -0.9246 2.3302 -0.050 -0.006 -0.105
H -1.4043 -2.3882 0.6186 0.053 -0.031 -0.033
H -1.3013 -2.0279 2.3443 0.043 -0.143 0.141
H -0.7021 -0.8671 1.1671 -0.032 -0.190 0.072
H -3.7785 1.2223 2.5922 -0.103 -0.045 0.029
H -4.3524 3.4240 1.6182 -0.073 0.068 0.069
H -4.0502 3.7745 -0.8113 -0.024 0.122 -0.008
H -3.5502 3.0849 -2.8258 0.048 -0.094 0.071
H -0.9792 1.4297 -3.0083 -0.230 0.226 -0.121
H -1.1482 3.1976 -2.9701 0.135 0.090 -0.061
H -1.7455 2.2880 -4.3628 0.050 0.053 -0.169
H -3.3132 0.0546 -3.0672 0.079 -0.075 0.016
H -3.9335 1.1569 -4.3110 -0.019 -0.033 -0.198
H -4.8021 0.9586 -2.7847 -0.077 -0.030 0.009
O 2.9581 1.4382 1.6013 1.091 0.609 -0.214
C 1.9244 0.8157 1.8193 -1.410 -0.924 0.390
O 1.1083 0.3095 1.0085 0.547 0.241 0.583
C 1.5018 0.5557 3.2696 0.674 0.226 -0.193
C 2.4543 0.2068 4.2230 -0.465 0.119 -0.004
C 2.0585 -0.0523 5.5274 0.182 -0.013 -0.067
C 0.7339 0.0546 5.8880 -0.605 0.036 0.064
C -0.2216 0.4075 4.9284 2.207 -0.154 -0.616
C 0.1643 0.6522 3.6084 -0.514 -0.049 0.548
N -1.5757 0.5087 5.3119 -2.600 0.262 0.737
O -2.4121 0.8587 4.4711 1.011 -0.400 0.914
O -1.8740 0.2474 6.4873 0.262 0.239 -1.131
H 3.4937 0.1392 3.9400 0.078 0.065 -0.110
H 2.7962 -0.3302 6.2657 0.019 -0.042 0.111
H 0.4090 -0.1289 6.8998 0.002 -0.026 0.043
H -0.5792 0.9159 2.8680 0.044 -0.063 -0.062
N -0.0435 -7.1420 -1.8930 -0.013 -0.390 0.004
C 0.0660 -6.0049 -1.7744 -0.010 -0.612 -0.049
C 0.1862 -4.6045 -1.6691 0.048 0.977 0.027
C -0.5090 -3.7946 -2.5721 0.100 -0.071 0.103
C -0.4132 -2.4184 -2.4822 -0.041 0.111 -0.059
C 0.3615 -1.8200 -1.4915 -0.164 0.595 0.202
C 1.0560 -2.6375 -0.5948 0.052 0.162 -0.019
C 0.9791 -4.0159 -0.6795 -0.080 -0.065 -0.081
H -1.1326 -4.2548 -3.3260 -0.012 -0.038 -0.056
H -0.9755 -1.8052 -3.1776 0.009 0.030 0.108
H 1.6553 -2.1862 0.1905 -0.082 0.038 -0.041
H 1.5155 -4.6426 0.0231 -0.026 0.002 -0.011